Entry 1:
Below is a cluster of 2 separate species, C2H6NO3 in total, with properties calculated with wB97M-V/def2-TZVPD.

Last column: natural (NBO) charge in e.
Geometry (Å):
C  -1.1360  -1.0593  -0.8682  0.416
C  0.2437  -0.1869  0.4293  0.637
N  0.1286  1.1161  -0.3731  -0.785
O  -1.5524  -0.1940  -1.5215  -0.502
O  1.5024  -0.6499  0.1798  -0.739
O  -0.2390  -0.1841  1.6431  -0.686
H  -1.5194  -2.1575  -0.7397  0.214
H  0.9726  1.1668  -0.8940  0.445
H  -0.0536  2.1134  0.0721  0.459
H  -0.6105  1.1755  -1.1878  0.477
H  2.0489  -1.1941  0.8549  0.547
H  0.2147  0.0539  2.4050  0.516

Values from the calculation:
- E_tot (hartree) = -359.9180
- relative energy (zero: lowest compared OMol25 entry of this formula, charge and spin) (eV) = 3.2214
- LUMO (eV) = -3.67
- HOMO-LUMO gap (eV) = 9.996
- total charge = +1

Entry 2:
Below is an isolated molecule of C2H6NO3P, with properties calculated with wB97M-V/def2-TZVPD.

Last column: natural (NBO) charge in e.
Geometry (Å):
O  -2.0784  1.6900  -1.2787  -0.989
P  -0.6033  1.3738  -1.8586  1.526
O  -0.9460  0.5115  -3.2660  -0.998
O  -0.3670  0.0445  -0.9241  -0.752
N  -0.1723  0.4503  0.6896  -0.076
C  1.2016  0.7186  0.9754  -0.300
C  0.6099  -0.6522  1.2702  -0.292
H  -2.2285  2.6563  -1.4516  0.492
H  -1.5435  -0.3050  -3.0362  0.496
H  1.3708  1.3289  1.9136  0.210
H  1.9846  0.8673  0.2944  0.228
H  0.8890  -1.5243  0.6812  0.239
H  0.3210  -0.6865  2.3214  0.215

Values from the calculation:
- E_tot (hartree) = -701.5716
- SMILES string = OP(O)ON1CC1
- relative energy (zero: lowest compared OMol25 entry of this formula, charge and spin) (eV) = 3.4899
- LUMO (eV) = 0.78
- HOMO-LUMO gap (eV) = 10.284
- total charge = 0

Entry 3:
Below is a structure of composition C2H6NO3S, with properties calculated with wB97M-V/def2-TZVPD.

Last column: natural (NBO) charge in e.
Geometry (Å):
C  -0.8906  -0.4268  -1.4017  -0.469
C  0.6079  0.2746  1.7371  -0.242
N  0.1865  -0.2122  -0.4921  -0.385
O  2.3239  -2.1142  -1.4192  -0.997
O  0.1237  -3.1180  -0.9931  -0.997
O  -0.3783  -0.1361  0.8478  -0.475
S  1.2120  -2.2675  -0.4683  1.532
H  -1.2483  -1.4735  -1.4009  0.191
H  -1.7434  0.2290  -1.1719  0.168
H  -0.5117  -0.1941  -2.3992  0.191
H  1.1930  1.1037  1.3179  0.165
H  1.3000  -0.5415  1.9872  0.157
H  0.0898  0.6073  2.6415  0.160

Values from the calculation:
- E_tot (hartree) = -758.4236
- relative energy (zero: lowest compared OMol25 entry of this formula, charge and spin) (eV) = 3.2877
- LUMO (alpha / beta) (eV) = 3.94 / 3.94
- HOMO-LUMO gap (alpha / beta) (eV) = 6.834 / 6.833
- total charge = -1

Entry 4:
Below is a cluster of 2 separate species, C2H6NOS in total, with properties calculated with wB97M-V/def2-TZVPD.

Last column: natural (NBO) charge in e.
Geometry (Å):
C  -1.5099  -0.2153  1.2640  -0.760
S  -0.8603  1.4487  1.2251  -0.631
H  -1.7900  -0.6428  0.2837  0.176
H  -2.3699  -0.2283  1.8860  0.190
H  -0.7960  -0.8390  1.7945  0.176
C  1.6813  0.2707  -1.5527  0.517
N  0.6908  -0.1514  -0.6357  -0.876
O  2.6295  -0.4597  -1.8848  -0.685
H  1.4701  1.3596  -1.8661  0.104
H  -0.0796  0.5243  -0.2666  0.411
H  0.9339  -1.0667  -0.2474  0.378

Values from the calculation:
- E_tot (hartree) = -608.0172
- relative energy (zero: lowest compared OMol25 entry of this formula, charge and spin) (eV) = 1.3397
- LUMO (eV) = 4.12
- HOMO-LUMO gap (eV) = 6.888
- total charge = -1

Entry 5:
Below is a cluster of 2 separate species, C2H6NOS in total, with properties calculated with wB97M-V/def2-TZVPD.

Last column: natural (NBO) charge in e.
Geometry (Å):
C  -2.3808  1.0173  0.6298  -0.755
S  -1.6743  -0.0399  -0.5976  -0.677
H  -3.3996  1.4147  0.5287  0.172
H  -1.7375  1.9190  0.7570  0.168
H  -2.2627  0.6629  1.6734  0.166
C  2.3904  -0.9313  -0.8959  0.526
N  1.3384  -0.9643  -0.0187  -0.857
O  3.5352  -1.2489  -0.6395  -0.652
H  2.0855  -0.4948  -1.8682  0.091
H  0.4463  -0.6678  -0.4580  0.434
H  1.6590  -0.6669  0.8891  0.384

Values from the calculation:
- E_tot (hartree) = -608.0203
- relative energy (zero: lowest compared OMol25 entry of this formula, charge and spin) (eV) = 1.2562
- LUMO (eV) = 4.05
- HOMO-LUMO gap (eV) = 6.691
- total charge = -1

Entry 6:
Below is a cluster of 2 separate species, C2H6NP in total, with properties calculated with wB97M-V/def2-TZVPD.

Last column: natural (NBO) charge in e.
Geometry (Å):
C  -1.1471  -0.4446  -0.3438  -0.711
C  -0.6691  0.4837  0.6311  -0.154
N  1.6781  -0.3756  0.9249  -0.813
P  2.1165  0.3117  -0.3242  0.735
H  -0.3184  -0.4564  -1.0668  0.216
H  -1.2570  -1.5268  0.0148  0.228
H  -2.0560  -0.0581  -0.9073  0.239
H  -1.2214  0.6245  1.5583  0.179
H  -0.5195  1.5191  0.2541  0.173
H  3.3941  -0.0776  -0.7410  -0.091

Values from the calculation:
- E_tot (hartree) = -475.7182
- relative energy (zero: lowest compared OMol25 entry of this formula, charge and spin) (eV) = 3.7791
- LUMO (alpha / beta) (eV) = -0.84 / -0.10
- HOMO-LUMO gap (alpha / beta) (eV) = 7.377 / 8.757
- total charge = 0

Entry 7:
Below is a cluster of 3 separate species, C2H6NP in total, with properties calculated with wB97M-V/def2-TZVPD.

Last column: natural (NBO) charge in e.
Geometry (Å):
H  -3.3922  1.2511  -0.8819  -0.002
H  -2.7287  1.0664  -0.5398  0.001
C  4.2224  0.2709  -0.5232  0.093
N  3.5160  -0.2560  0.2021  -0.324
H  4.8889  0.7117  -1.2180  0.230
C  0.5937  -1.2594  0.1766  -0.776
P  0.8594  0.3299  0.7383  0.452
H  -0.3789  -1.8592  0.0989  0.217
H  1.3715  -1.7209  -0.3930  0.202
H  -0.2891  0.5105  1.3925  -0.094

Values from the calculation:
- E_tot (hartree) = -475.7744
- SMILES string = [H][H].C#N.C=P
- relative energy (zero: lowest compared OMol25 entry of this formula, charge and spin) (eV) = 2.2499
- LUMO (eV) = 0.44
- HOMO-LUMO gap (eV) = 9.519
- total charge = 0

Entry 8:
Below is an isolated molecule of C2H6NP, with properties calculated with wB97M-V/def2-TZVPD.

Last column: natural (NBO) charge in e.
Geometry (Å):
H  0.4905  2.5446  -0.7346  0.334
N  0.1235  1.6074  -0.8731  -0.618
C  0.0956  0.9956  0.2531  0.136
C  -0.7021  -0.3415  0.2598  -0.711
P  0.5386  -1.7767  0.3906  0.264
H  0.5618  1.1481  1.2050  0.162
H  -1.2127  -0.3945  1.2500  0.221
H  -1.3707  -0.4937  -0.6029  0.245
H  1.5163  -1.0433  -0.3367  -0.022
H  -0.0408  -2.2459  -0.8113  -0.011

Values from the calculation:
- E_tot (hartree) = -475.8495
- SMILES string = [H]/N=C/CP
- relative energy (zero: lowest compared OMol25 entry of this formula, charge and spin) (eV) = 0.2080
- LUMO (eV) = 1.04
- HOMO-LUMO gap (eV) = 10.606
- total charge = 0

Entry 9:
Below is a cluster of 3 separate species, C2H6NP in total, with properties calculated with wB97M-V/def2-TZVPD.

Last column: natural (NBO) charge in e.
Geometry (Å):
C  1.2701  0.1500  -0.3768  -0.710
C  -0.2306  0.2658  -0.1793  0.332
N  -1.3420  -0.0065  -0.5412  -0.609
P  -2.9084  -0.0579  -0.7147  0.294
H  1.7705  0.9130  0.3013  0.249
H  1.3846  -0.8770  0.0109  0.256
H  1.7183  0.2316  -1.4755  0.252
H  0.6249  -0.9763  2.6903  0.028
H  0.6026  -0.7369  1.8755  -0.037
H  -2.8901  1.0942  -1.5905  -0.055

Values from the calculation:
- E_tot (hartree) = -475.7608
- relative energy (zero: lowest compared OMol25 entry of this formula, charge and spin) (eV) = 2.6200
- LUMO (eV) = 0.36
- HOMO-LUMO gap (eV) = 7.522
- total charge = 0

Entry 10:
Below is a cluster of 2 separate species, C2H6NS in total, with properties calculated with wB97M-V/def2-TZVPD.

Last column: natural (NBO) charge in e.
Geometry (Å):
S  -2.4059  0.9170  -1.3919  -1.025
H  -3.1724  -0.0647  -0.9123  0.076
C  1.6442  0.1981  0.1098  -0.432
C  -0.4412  -0.4622  0.7076  -0.051
N  0.5333  0.2663  1.0378  -0.448
H  1.8967  1.1755  -0.3255  0.191
H  2.5890  -0.1123  0.5664  0.175
H  1.4249  -0.4774  -0.7303  0.172
H  -1.4161  -0.5518  1.2103  0.170
H  -0.6523  -0.8885  -0.2720  0.172

Values from the calculation:
- E_tot (hartree) = -532.7320
- relative energy (zero: lowest compared OMol25 entry of this formula, charge and spin) (eV) = 1.0666
- LUMO (eV) = 4.12
- HOMO-LUMO gap (eV) = 6.725
- total charge = -1

Entry 11:
Below is a cluster of 2 separate species, C2H6NS in total, with properties calculated with wB97M-V/def2-TZVPD.

Last column: natural (NBO) charge in e.
Geometry (Å):
S  -0.9054  -1.0858  2.3418  -1.022
H  -0.6690  -0.4556  3.4609  0.084
C  -0.2669  1.0990  -1.0953  -0.455
C  0.8906  -0.9040  -0.3252  -0.108
N  0.4115  -0.2300  -1.3677  -0.452
H  -1.2894  0.9234  -1.4642  0.196
H  0.2048  1.9038  -1.6888  0.176
H  -0.2557  1.3429  -0.0040  0.205
H  1.2034  -1.8964  -0.5921  0.149
H  0.6761  -0.6974  0.7346  0.228

Values from the calculation:
- E_tot (hartree) = -532.7309
- relative energy (zero: lowest compared OMol25 entry of this formula, charge and spin) (eV) = 1.0948
- LUMO (eV) = 4.29
- HOMO-LUMO gap (eV) = 7.019
- total charge = -1

Entry 12:
Below is a cluster of 2 separate species, C2H6NS in total, with properties calculated with wB97M-V/def2-TZVPD.

Last column: natural (NBO) charge in e.
Geometry (Å):
S  -0.9308  -1.1218  2.6071  -1.068
H  -0.2169  -1.5327  3.6867  0.088
C  -0.3853  1.1456  -1.0808  -0.443
C  0.8792  -0.7134  -0.4905  -0.045
N  0.6318  0.1432  -1.3975  -0.463
H  -1.3804  0.8466  -1.4301  0.197
H  -0.1515  2.0598  -1.6292  0.174
H  -0.4275  1.3130  0.0000  0.198
H  1.2355  -1.6854  -0.8294  0.156
H  0.7458  -0.4549  0.5638  0.206

Values from the calculation:
- E_tot (hartree) = -532.7320
- relative energy (zero: lowest compared OMol25 entry of this formula, charge and spin) (eV) = 1.0659
- LUMO (eV) = 4.18
- HOMO-LUMO gap (eV) = 6.826
- total charge = -1

Question: Among the records above, which one has the lowest E_tot?
Answer: C2H6NO3S

What did the fourth record say?
Below is a cluster of 2 separate species, C2H6NOS in total, with properties calculated with wB97M-V/def2-TZVPD.

Last column: natural (NBO) charge in e.
Geometry (Å):
C  -1.5099  -0.2153  1.2640  -0.760
S  -0.8603  1.4487  1.2251  -0.631
H  -1.7900  -0.6428  0.2837  0.176
H  -2.3699  -0.2283  1.8860  0.190
H  -0.7960  -0.8390  1.7945  0.176
C  1.6813  0.2707  -1.5527  0.517
N  0.6908  -0.1514  -0.6357  -0.876
O  2.6295  -0.4597  -1.8848  -0.685
H  1.4701  1.3596  -1.8661  0.104
H  -0.0796  0.5243  -0.2666  0.411
H  0.9339  -1.0667  -0.2474  0.378

Values from the calculation:
- E_tot (hartree) = -608.0172
- relative energy (zero: lowest compared OMol25 entry of this formula, charge and spin) (eV) = 1.3397
- LUMO (eV) = 4.12
- HOMO-LUMO gap (eV) = 6.888
- total charge = -1